Entry 1:
{
  "formula": "C11H14N4",
  "method": "the ωB97M-V functional and the def2-TZVPD basis",
  "species": ["C", "C", "C", "N", "C", "C", "C", "C", "C", "C", "C", "C", "H", "H", "H", "H", "H", "H", "H", "H", "H", "H", "H", "H", "H", "H", "N", "N", "N"],
  "coordinates": [[-2.984, -1.487, 3.029], [-3.765, -0.449, 2.197], [-2.741, 0.635, 1.833], [-1.395, 0.009, 1.926], [-0.251, 0.770, 1.976], [1.049, 0.231, 2.069], [1.355, -1.054, 1.558], [2.609, -1.591, 1.715], [3.592, -0.877, 2.387], [3.326, 0.397, 2.871], [2.086, 0.960, 2.700], [-1.508, -1.294, 2.649], [-3.126, -1.301, 4.101], [-3.325, -2.514, 2.841], [-4.169, -0.912, 1.288], [-4.621, -0.040, 2.747], [-2.889, 1.033, 0.825], [-2.787, 1.477, 2.530], [-0.375, 1.833, 2.077], [0.610, -1.583, 0.990], [2.837, -2.558, 1.296], [4.574, -1.303, 2.511], [4.100, 0.949, 3.378], [1.873, 1.943, 3.085], [-0.856, -1.261, 3.527], [-1.152, -2.100, 2.003], [-0.065, 2.089, -1.097], [0.737, 2.927, -1.282], [1.539, 3.767, -1.464]],
  "lowdin_charge": [-0.151, -0.153, -0.120, -0.032, 0.048, -0.198, -0.015, -0.058, -0.049, -0.062, 0.001, -0.123, 0.112, 0.115, 0.114, 0.115, 0.130, 0.127, 0.135, 0.113, 0.111, 0.110, 0.111, 0.120, 0.131, 0.110, -0.084, -0.612, -0.045],
  "homo_lumo_gap_ev": 3.97,
  "multiplicity": 1,
  "lumo_energy_ev": -1.900,
  "de_lowest_ev": 2.466
}

Entry 2:
{
  "formula": "CH4N2OS",
  "method": "the ωB97M-V functional and the def2-TZVPD basis",
  "species": ["C", "N", "N", "O", "S", "H", "H", "H", "H"],
  "coordinates": [[2.460, 0.342, -0.728], [1.526, 1.126, -0.978], [-3.048, -0.403, 1.815], [-2.551, -0.790, 0.661], [-1.186, -0.280, 0.071], [3.430, 0.781, -0.614], [2.650, -0.762, -0.767], [-3.938, -0.811, 1.873], [0.657, 0.798, -1.332]],
  "lowdin_charge": [-0.161, 0.023, 0.068, -0.735, 0.698, 0.043, 0.078, 0.035, -0.049],
  "homo_lumo_gap_ev": [7.37, 7.36],
  "multiplicity": 1,
  "lumo_energy_ev": [-2.041, -2.044],
  "de_lowest_ev": 6.490
}

Entry 3:
{
  "formula": "H3N3O2",
  "method": "the ωB97M-V functional and the def2-TZVPD basis",
  "species": ["N", "N", "N", "O", "O", "H", "H", "H"],
  "coordinates": [[-1.059, -0.622, -0.290], [0.965, -0.661, 0.455], [-0.246, 0.023, 0.362], [-0.316, 1.103, 0.905], [-3.135, 0.588, 0.105], [1.007, -1.506, -0.106], [1.778, -0.061, 0.417], [-2.664, 1.398, 0.337]],
  "lowdin_charge": [0.285, 0.141, -0.536, 0.023, -0.094, 0.107, 0.115, -0.040],
  "homo_lumo_gap_ev": [7.36, 7.37],
  "multiplicity": 1,
  "lumo_energy_ev": [-3.211, -3.219],
  "de_lowest_ev": 4.372
}

Entry 4:
{
  "formula": "C5H8OS",
  "method": "the ωB97M-V functional and the def2-TZVPD basis",
  "species": ["O", "C", "C", "C", "C", "C", "S", "H", "H", "H", "H", "H", "H", "H", "H"],
  "coordinates": [[-0.132, -1.684, 0.737], [0.713, -0.587, 0.540], [1.043, -0.692, -0.972], [0.180, -0.068, -1.748], [-0.839, 0.681, -0.855], [-0.054, 0.766, 0.467], [-1.131, 0.932, 1.920], [-0.938, -1.558, 1.413], [1.523, -0.640, 1.266], [1.792, -1.426, -1.357], [0.071, -0.049, -2.844], [-1.155, 1.654, -1.256], [-1.716, 0.071, -0.690], [0.762, 1.532, 0.504], [-0.118, 1.069, 2.876]],
  "lowdin_charge": [-0.110, -0.417, -0.057, -0.073, -0.192, -0.635, 0.745, 0.128, 0.135, 0.119, 0.110, 0.112, 0.101, 0.125, -0.090],
  "smiles": "O[C@H]1C=CC[C@H]1S",
  "homo_lumo_gap_ev": 10.06,
  "multiplicity": 1,
  "lumo_energy_ev": 0.714,
  "de_lowest_ev": 1.175
}

Entry 5:
{
  "formula": "CH17NO6",
  "method": "the ωB97M-V functional and the def2-TZVPD basis",
  "species": ["C", "N", "H", "H", "H", "H", "H", "H", "H", "O", "H", "H", "O", "H", "H", "O", "H", "H", "O", "H", "H", "O", "H", "H", "O"],
  "coordinates": [[-1.084, -3.217, -2.653], [-0.787, -2.060, -1.879], [-1.162, -2.937, -3.736], [-1.994, -3.771, -2.403], [-0.202, -3.875, -2.721], [0.181, -1.763, -1.741], [-1.528, -1.381, -1.704], [-4.092, -4.544, 0.457], [-4.272, -3.126, -0.110], [-4.731, -3.820, 0.358], [2.764, 2.317, -1.872], [3.073, 3.221, -0.843], [2.271, 2.892, -1.277], [4.007, 5.010, 2.394], [2.812, 4.923, 1.559], [3.772, 4.823, 1.460], [0.435, 1.154, 1.312], [0.783, 0.760, 2.768], [0.759, 1.512, 2.159], [-0.365, -2.140, 0.157], [-0.467, -3.558, 0.694], [-0.445, -2.640, 0.976], [0.288, 3.304, 2.252], [-0.449, 4.648, 2.176], [0.433, 4.268, 2.216]],
  "lowdin_charge": [-0.021, 0.241, 0.163, 0.126, 0.127, 0.167, 0.169, 0.039, 0.003, -0.043, 0.024, 0.037, -0.068, 0.052, 0.011, -0.080, 0.051, 0.063, -0.047, -0.017, 0.050, -0.004, -0.009, 0.034, -0.067],
  "homo_lumo_gap_ev": [8.04, 2.98],
  "s2": 0.755,
  "multiplicity": 2,
  "lumo_energy_ev": [-4.654, -9.710],
  "total_charge": 1,
  "de_lowest_ev": 0.749
}

Entry 6:
{
  "formula": "C31H78CoNO26P5S",
  "method": "the ωB97M-V functional and the def2-TZVPD basis",
  "species": ["Co", "S", "O", "O", "O", "O", "C", "C", "O", "P", "O", "O", "C", "C", "O", "C", "C", "H", "H", "H", "H", "H", "H", "H", "H", "H", "H", "H", "H", "H", "H", "H", "C", "C", "O", "P", "O", "O", "C", "C", "O", "C", "C", "H", "H", "H", "H", "H", "H", "H", "H", "H", "H", "H", "H", "H", "H", "H", "C", "C", "O", "P", "O", "O", "C", "C", "O", "C", "C", "H", "H", "H", "H", "H", "H", "H", "H", "H", "H", "H", "H", "H", "H", "H", "C", "C", "O", "P", "O", "O", "C", "C", "O", "C", "C", "H", "H", "H", "H", "H", "H", "H", "H", "H", "H", "H", "H", "H", "H", "H", "C", "C", "O", "P", "O", "O", "C", "C", "O", "C", "C", "H", "H", "H", "H", "H", "H", "H", "H", "H", "H", "H", "H", "H", "H", "H", "C", "N", "O", "O", "H", "H", "H"],
  "coordinates": [[19.967, 3.556, 13.718], [22.362, 3.271, 12.766], [23.088, 2.047, 13.062], [21.855, 3.917, 13.952], [23.155, 4.167, 11.889], [21.066, 2.892, 12.255], [17.738, 1.797, 18.056], [16.979, 1.511, 19.346], [15.657, 1.607, 18.910], [14.415, 1.384, 19.926], [14.676, 0.356, 20.927], [14.039, 2.882, 20.479], [14.354, 3.354, 21.790], [14.699, 4.857, 21.651], [13.080, 1.090, 19.037], [11.894, 0.545, 19.591], [11.533, 0.967, 21.077], [17.670, 0.938, 17.389], [17.429, 2.710, 17.547], [18.824, 1.801, 18.146], [17.306, 0.531, 19.693], [17.105, 2.284, 20.104], [13.500, 3.131, 22.429], [15.212, 2.804, 22.176], [15.384, 4.965, 20.810], [13.786, 5.426, 21.473], [15.249, 5.252, 22.505], [11.089, 0.800, 18.901], [11.961, -0.543, 19.584], [10.538, 0.591, 21.312], [12.243, 0.493, 21.755], [11.472, 2.050, 21.181], [22.710, 3.896, 19.119], [21.240, 4.307, 18.907], [20.766, 4.027, 17.583], [19.662, 4.984, 16.856], [19.360, 4.481, 15.424], [20.385, 6.425, 16.794], [21.616, 6.611, 16.158], [22.079, 8.022, 16.398], [18.364, 5.128, 17.871], [17.214, 5.886, 17.555], [17.213, 7.143, 18.435], [23.397, 4.564, 18.599], [22.951, 3.883, 20.182], [22.890, 2.857, 18.844], [20.690, 3.633, 19.564], [21.088, 5.334, 19.238], [22.410, 5.919, 16.439], [21.391, 6.514, 15.096], [22.925, 8.349, 15.793], [21.328, 8.810, 16.459], [22.506, 8.058, 17.400], [17.101, 6.198, 16.516], [16.340, 5.287, 17.810], [18.131, 7.719, 18.316], [16.437, 7.902, 18.340], [17.198, 6.824, 19.477], [23.832, 0.795, 17.206], [22.806, 1.443, 16.224], [22.200, 0.362, 15.573], [20.645, 0.456, 15.155], [20.114, 1.838, 14.768], [20.479, -0.771, 14.070], [20.914, -0.616, 12.776], [19.776, -0.800, 11.859], [19.877, -0.128, 16.456], [20.213, -1.383, 16.986], [19.057, -1.890, 17.832], [24.435, 0.005, 16.758], [24.427, 1.529, 17.751], [23.387, 0.148, 17.962], [22.101, 2.148, 16.666], [23.467, 1.981, 15.545], [21.239, 0.417, 12.648], [21.675, -1.367, 12.563], [20.050, -0.463, 10.860], [19.452, -1.840, 11.810], [18.882, -0.251, 12.152], [20.470, -2.118, 16.224], [21.107, -1.222, 17.589], [18.767, -1.148, 18.575], [18.252, -2.178, 17.155], [19.384, -2.796, 18.342], [20.830, 5.400, 8.344], [20.592, 4.575, 9.649], [19.343, 5.127, 10.087], [19.326, 6.017, 11.393], [19.427, 5.236, 12.668], [20.546, 7.139, 11.225], [21.531, 7.422, 12.193], [20.876, 8.333, 13.212], [17.967, 6.959, 11.221], [16.724, 6.385, 11.558], [15.793, 7.633, 11.573], [20.171, 5.107, 7.527], [20.811, 6.487, 8.427], [21.798, 5.219, 7.877], [20.452, 3.526, 9.389], [21.431, 4.671, 10.338], [21.971, 6.506, 12.589], [22.350, 8.005, 11.771], [20.053, 7.830, 13.720], [21.610, 8.607, 13.970], [20.618, 9.271, 12.721], [16.329, 5.540, 10.993], [16.886, 6.093, 12.596], [14.853, 7.378, 12.064], [16.224, 8.497, 12.080], [15.495, 7.841, 10.546], [15.516, -0.649, 15.860], [15.983, -0.113, 14.506], [16.589, 1.166, 14.561], [16.773, 2.246, 13.316], [18.064, 2.972, 13.164], [16.406, 1.352, 11.998], [16.629, 2.018, 10.755], [17.960, 1.726, 10.057], [15.444, 3.249, 13.505], [15.268, 4.002, 14.706], [14.486, 3.317, 15.761], [16.386, -1.095, 16.342], [15.030, 0.129, 16.448], [14.866, -1.515, 15.734], [16.715, -0.774, 14.041], [15.155, -0.033, 13.802], [15.782, 1.736, 10.130], [16.562, 3.106, 10.779], [17.909, 2.149, 9.054], [18.756, 2.063, 10.722], [18.016, 0.642, 9.958], [16.240, 4.355, 15.049], [14.818, 4.953, 14.418], [14.824, 2.304, 15.981], [14.555, 3.834, 16.718], [13.441, 3.305, 15.452], [25.451, 4.019, 14.065], [25.586, 3.556, 15.477], [25.098, 4.281, 16.329], [26.129, 2.503, 15.675], [26.428, 4.236, 13.635], [24.741, 4.845, 14.009], [25.070, 3.170, 13.497]],
  "lowdin_charge": [0.568, 0.216, -0.328, -0.369, -0.347, -0.383, -0.055, -0.262, -0.200, 0.487, -0.221, -0.216, -0.259, -0.056, -0.198, -0.244, -0.067, 0.058, 0.070, 0.074, 0.115, 0.119, 0.112, 0.110, 0.060, 0.076, 0.074, 0.113, 0.112, 0.070, 0.064, 0.066, -0.046, -0.251, -0.185, 0.642, -0.266, -0.179, -0.276, -0.081, -0.186, -0.276, -0.062, 0.071, 0.081, 0.058, 0.112, 0.119, 0.126, 0.095, 0.084, 0.085, 0.072, 0.116, 0.108, 0.072, 0.079, 0.070, -0.067, -0.251, -0.159, 0.639, -0.245, -0.167, -0.309, -0.072, -0.185, -0.285, -0.049, 0.081, 0.062, 0.056, 0.101, 0.089, 0.093, 0.137, 0.086, 0.081, 0.064, 0.120, 0.114, 0.069, 0.068, 0.082, -0.064, -0.217, -0.182, 0.603, -0.245, -0.178, -0.262, -0.073, -0.188, -0.271, -0.057, 0.067, 0.071, 0.070, 0.115, 0.087, 0.103, 0.125, 0.077, 0.052, 0.087, 0.115, 0.101, 0.065, 0.081, 0.073, -0.039, -0.267, -0.198, 0.637, -0.229, -0.170, -0.280, -0.056, -0.183, -0.293, -0.058, 0.055, 0.064, 0.084, 0.118, 0.113, 0.122, 0.096, 0.089, 0.066, 0.068, 0.098, 0.119, 0.058, 0.076, 0.088, 0.038, -0.441, 0.035, 0.072, 0.104, 0.089, 0.072],
  "homo_lumo_gap_ev": [7.96, 8.11],
  "s2": 3.755,
  "multiplicity": 4,
  "lumo_energy_ev": [0.317, 0.317]
}

Entry 7:
{
  "formula": "C7H9F2O3",
  "method": "the ωB97M-V functional and the def2-TZVPD basis",
  "species": ["C", "C", "C", "C", "C", "C", "C", "O", "O", "O", "F", "F", "H", "H", "H", "H", "H", "H", "H", "H", "H"],
  "coordinates": [[0.634, -0.947, 2.201], [-0.798, -0.526, -1.324], [-1.772, -0.179, -0.195], [0.482, -1.159, -0.776], [0.819, 0.207, 1.118], [-1.154, 0.866, 0.690], [1.533, 1.449, 1.572], [1.490, -0.895, 3.084], [-0.274, -1.761, 2.011], [1.271, -0.179, -0.128], [-1.851, 1.088, 1.840], [-1.077, 2.097, 0.065], [-1.273, -1.212, -2.029], [-0.523, 0.388, -1.858], [-2.723, 0.184, -0.610], [-1.947, -1.058, 0.431], [0.232, -1.969, -0.082], [1.106, -1.542, -1.593], [1.434, 2.238, 0.825], [2.590, 1.220, 1.705], [1.124, 1.785, 2.521]],
  "lowdin_charge": [-0.691, -0.162, -0.135, -0.200, -0.235, -0.363, -0.043, -0.025, -0.041, -0.076, 0.045, 0.016, 0.104, 0.112, 0.112, 0.112, 0.112, 0.117, 0.073, 0.081, 0.086],
  "homo_lumo_gap_ev": 7.70,
  "multiplicity": 1,
  "lumo_energy_ev": 3.717,
  "total_charge": -1,
  "de_lowest_ev": 0.194
}

Entry 8:
{
  "formula": "C2H3BrN",
  "method": "the ωB97M-V functional and the def2-TZVPD basis",
  "species": ["N", "C", "C", "Br", "H", "H", "H"],
  "coordinates": [[-1.071, 0.153, -0.072], [0.337, 0.174, -0.372], [1.586, -0.253, 0.260], [3.330, -0.431, 0.048], [-1.579, -0.845, -0.395], [-1.473, 1.015, -0.427], [-1.130, 0.187, 0.959]],
  "lowdin_charge": [0.115, -0.077, -0.574, 0.924, 0.277, 0.162, 0.174],
  "smiles": "[NH3+]C#CBr",
  "homo_lumo_gap_ev": [8.44, 8.44],
  "multiplicity": 1,
  "lumo_energy_ev": [-5.709, -5.709],
  "total_charge": 1,
  "de_lowest_ev": 2.142
}

Number 1: DFT total energy -17590.1158 eV. Number 2: DFT total energy -16958.6992 eV. Number 3: DFT total energy -8605.4959 eV. Number 4: DFT total energy -18196.1272 eV. Number 5: DFT total energy -15077.6405 eV. Number 6: DFT total energy -183054.5552 eV. Number 7: DFT total energy -18983.0586 eV. Number 8: DFT total energy -73642.5423 eV.